87
Properties=species:S:1:pos:R:3:lowdin_charge:R:1 method="wB97M-V/def2-TZVPD" charge=0 total_energy_ev=-104624.86498 e_above_lowest_kj_mol=0.00 orbital_gap_ev=6.07 e_lumo_ev=-1.47
Pb 0.60527 -1.16787 1.02078 0.400
Te 3.14531 0.01369 0.23266 0.215
Te 4.52922 -0.44632 2.47816 0.040
Te 2.75255 0.58183 4.23093 0.018
Te 0.85751 -1.33715 3.86802 0.159
C 0.70517 1.97069 -1.72806 -0.021
C 0.53974 2.54355 -0.36589 -0.430
N 0.43931 1.87055 0.75482 0.007
C 0.34374 2.79744 1.76291 -0.142
C 0.40576 4.05151 1.24396 -0.061
N 0.53532 3.88469 -0.11933 -0.031
C 0.63358 4.93784 -1.09399 -0.068
N 1.86525 4.85146 -1.82999 -0.071
N 1.85148 4.91469 -3.18277 0.053
N 3.04177 4.82153 -3.62235 0.070
C 3.90315 4.67746 -2.55677 -0.228
C 5.28847 4.51163 -2.50479 -0.010
C 5.85776 4.36010 -1.26116 -0.080
C 5.08404 4.37344 -0.08629 -0.071
C 3.71761 4.54108 -0.11553 -0.005
C 3.14374 4.69585 -1.37736 -0.168
H 0.50938 0.90076 -1.68967 0.051
H 1.72854 2.12027 -2.08260 0.077
H 0.02588 2.43291 -2.44650 0.086
H 0.25246 2.49818 2.79412 0.079
H 0.37538 5.02626 1.70100 0.120
H 0.55905 5.88953 -0.56741 0.142
H -0.16488 4.87274 -1.83346 0.138
H 5.87873 4.49698 -3.41074 0.115
H 6.92682 4.21819 -1.17500 0.104
H 5.57745 4.24117 0.86765 0.108
H 3.12441 4.53760 0.78924 0.105
C 1.03950 -3.51227 0.57989 -0.290
C 2.41283 -3.69030 0.11055 -0.377
C 2.73612 -3.54508 -1.24894 -0.069
C 4.03653 -3.61633 -1.69552 -0.038
C 5.07486 -3.83572 -0.78814 -0.245
C 4.76886 -4.03761 0.56024 -0.042
C 3.46297 -3.97286 0.99541 -0.064
C 6.42998 -3.82947 -1.23214 -0.196
N 7.52498 -3.80381 -1.58542 0.147
H 0.83408 -4.01910 1.52160 0.044
H 0.30985 -3.79882 -0.17647 0.008
H 1.93619 -3.36873 -1.96055 0.111
H 4.26549 -3.47924 -2.74409 0.120
H 5.57232 -4.24108 1.25629 0.121
H 3.23330 -4.12855 2.04302 0.116
C -4.85353 0.50886 -1.09664 -0.208
Si -2.96708 0.63979 -0.93928 0.370
C -2.28527 0.44254 -2.70179 -0.219
C -2.71432 2.41548 -0.32978 -0.196
Si -2.16632 -1.06802 0.50790 0.364
Si -3.11991 -0.84380 2.66883 0.329
C -2.69123 -2.35347 3.73337 -0.246
C -2.53402 0.76393 3.47191 -0.225
C -5.01199 -0.76790 2.58342 -0.211
Si -2.67680 -3.19006 -0.42684 0.354
C -4.55613 -3.22837 -0.66135 -0.208
C -1.87887 -3.41266 -2.13063 -0.206
C -2.24603 -4.67846 0.65459 -0.198
H -5.22854 1.31272 -1.73481 0.038
H -5.34503 0.59988 -0.12643 0.011
H -5.17293 -0.43403 -1.53946 0.005
H -2.32545 1.38419 -3.25358 0.032
H -2.88640 -0.28457 -3.25217 0.023
H -1.25279 0.08910 -2.71746 0.006
H -2.94268 3.13523 -1.11958 0.038
H -1.69827 2.59547 0.01554 -0.016
H -3.38201 2.62319 0.50967 0.030
H -1.73773 -2.79859 3.43874 -0.032
H -3.45968 -3.12436 3.64595 0.027
H -2.60781 -2.08063 4.78732 0.031
H -1.44512 0.82440 3.46668 -0.038
H -2.86391 0.82986 4.51123 0.037
H -2.92359 1.63482 2.93834 0.023
H -5.43404 -1.67014 2.13617 0.015
H -5.36302 0.08638 2.00206 0.009
H -5.42768 -0.67432 3.58964 0.035
H -4.88842 -2.45580 -1.35394 0.003
H -5.07885 -3.07168 0.28463 0.017
H -4.87957 -4.19083 -1.06489 0.036
H -2.31332 -2.72683 -2.86060 0.018
H -2.02732 -4.43020 -2.49829 0.036
H -0.80241 -3.22588 -2.10195 0.009
H -2.73356 -4.61170 1.62972 0.021
H -1.17242 -4.76638 0.82717 -0.002
H -2.58274 -5.60056 0.17628 0.039